one:
{"formula": "C3H10N5", "method": "wB97M-V/def2-TZVPD", "lumo_ev": -3.52, "charge": 1, "elements": ["C", "N", "C", "N", "N", "N", "C", "N", "H", "H", "H", "H", "H", "H", "H", "H", "H", "H"], "coordinates": [[0.661, -0.812, -1.588], [0.358, -0.340, -0.281], [1.124, -1.072, 0.788], [0.184, -1.430, 1.776], [-0.950, -1.228, 1.432], [-0.996, -0.434, 0.244], [-1.497, 0.991, 0.411], [-0.367, 1.903, 0.255], [0.390, -1.864, -1.707], [0.291, -0.238, -2.388], [1.718, -0.716, -1.660], [0.595, 0.677, -0.142], [1.900, -0.331, 1.217], [1.479, -1.997, 0.237], [-2.093, 1.051, 1.356], [-2.166, 1.100, -0.370], [-0.191, 2.374, 1.121], [-0.442, 2.366, -0.701]]}


two:
{"formula": "C3H10N5", "method": "wB97M-V/def2-TZVPD", "lumo_ev": -4.78, "charge": 1, "elements": ["C", "C", "C", "N", "N", "N", "N", "N", "H", "H", "H", "H", "H", "H", "H", "H", "H", "H"], "coordinates": [[1.496, 0.801, -0.221], [2.002, -0.282, -1.051], [-0.909, -1.916, 0.723], [-2.628, 0.652, -1.206], [-2.182, -0.174, -0.506], [0.480, 0.686, 0.536], [-1.477, -0.733, 0.207], [-0.072, 1.793, 1.159], [1.974, 1.781, -0.238], [1.394, -0.614, -1.935], [2.026, -1.251, -0.573], [2.950, -0.143, -1.516], [-1.571, -2.558, 1.351], [-0.417, -2.410, -0.127], [-0.050, -1.417, 1.282], [0.484, 2.563, 1.377], [-0.505, 1.618, 1.992], [-2.993, 1.605, -1.255]]}


Q: Which of them is the least stable? A: two.


one:
{"formula": "C11H11NO", "method": "wB97M-V/def2-TZVPD", "lumo_ev": 0.08, "charge": 0, "elements": ["C", "C", "C", "C", "C", "C", "C", "C", "C", "C", "C", "H", "H", "H", "H", "H", "H", "H", "H", "H", "H", "H", "N", "O"], "coordinates": [[-2.894, 1.785, -0.431], [-1.865, 0.337, -0.329], [-1.420, -0.284, 0.829], [-0.226, -0.843, 1.152], [-0.117, -1.603, 2.453], [0.705, -0.789, 0.307], [2.357, -0.748, 0.577], [3.154, -0.556, -0.530], [2.448, -0.261, -1.819], [0.299, -0.088, -0.999], [-0.912, 0.463, -1.313], [-3.438, 2.489, 0.753], [-2.432, 2.785, -0.963], [-3.738, 1.419, -1.043], [-1.932, -0.069, 1.825], [0.702, -1.161, 3.192], [-0.953, -1.693, 3.040], [0.340, -2.505, 1.977], [2.954, -0.794, 1.731], [4.372, -0.549, -0.674], [3.089, 0.128, -2.561], [-0.392, 1.228, -2.885], [1.182, 0.077, -2.078], [-1.283, 1.232, -2.211]]}


two:
{"formula": "C11H11NO", "method": "wB97M-V/def2-TZVPD", "lumo_ev": 0.78, "charge": 0, "elements": ["C", "C", "C", "C", "C", "C", "C", "C", "C", "C", "C", "N", "O", "H", "H", "H", "H", "H", "H", "H", "H", "H", "H", "H"], "coordinates": [[-2.236, 2.027, -0.127], [0.249, -1.580, -1.017], [1.560, -1.158, -0.878], [0.912, 0.843, 0.340], [-0.722, -0.768, -0.472], [-0.385, 0.402, 0.191], [1.902, 0.030, -0.220], [-1.737, 0.937, 0.598], [-2.219, -0.785, -0.361], [-2.853, -1.794, 0.535], [3.696, 1.511, 0.327], [-2.642, 2.888, -0.770], [3.241, 0.286, -0.191], [0.020, -2.497, -1.538], [2.371, -1.737, -1.291], [1.140, 1.762, 0.860], [-2.025, 0.881, 1.639], [-2.771, -0.524, -1.257], [-3.895, -1.553, 0.735], [-2.316, -1.872, 1.480], [-2.808, -2.771, 0.047], [3.439, 1.626, 1.386], [3.298, 2.359, -0.239], [4.781, 1.488, 0.223]]}


three:
{"formula": "C11H11NO", "method": "wB97M-V/def2-TZVPD", "lumo_ev": 0.76, "charge": 0, "elements": ["O", "C", "C", "C", "C", "C", "C", "H", "H", "H", "H", "H", "H", "C", "C", "C", "N", "C", "C", "H", "H", "H", "H", "H"], "coordinates": [[-0.553, -3.408, -0.332], [-0.238, -3.452, -1.667], [-0.272, -4.701, -2.288], [0.039, -4.807, -3.641], [0.383, -3.675, -4.382], [0.414, -2.430, -3.755], [0.105, -2.315, -2.400], [-0.489, -2.470, -0.028], [-0.544, -5.583, -1.692], [0.011, -5.793, -4.124], [0.627, -3.764, -5.448], [0.683, -1.531, -4.325], [0.130, -1.334, -1.908], [0.119, 5.229, 3.679], [1.176, 4.323, 3.685], [0.956, 3.034, 3.200], [-0.224, 2.610, 2.722], [-1.232, 3.495, 2.723], [-1.112, 4.805, 3.186], [0.253, 6.253, 4.053], [2.167, 4.607, 4.063], [1.770, 2.298, 3.192], [-2.190, 3.131, 2.328], [-1.978, 5.479, 3.159]]}


Q: Which of them is the least stable? A: one.


one:
{"formula": "C20H27N3O4S", "method": "wB97M-V/def2-TZVPD", "lumo_ev": 0.40, "charge": 0, "elements": ["C", "C", "C", "O", "C", "O", "C", "S", "C", "N", "C", "N", "C", "C", "O", "C", "C", "C", "C", "C", "C", "N", "C", "C", "C", "C", "O", "C", "H", "H", "H", "H", "H", "H", "H", "H", "H", "H", "H", "H", "H", "H", "H", "H", "H", "H", "H", "H", "H", "H", "H", "H", "H", "H", "H"], "coordinates": [[-0.959, -0.634, -2.320], [-2.476, -0.680, -2.454], [-3.043, -2.039, -2.049], [-2.730, -2.383, -0.698], [-3.438, -1.808, 0.261], [-4.311, -0.997, 0.083], [-3.058, -2.307, 1.641], [-1.476, -3.187, 1.683], [-0.371, -1.854, 1.403], [-0.872, -0.637, 1.377], [-0.086, 0.426, 1.181], [-0.752, 1.621, 1.100], [-0.345, 2.843, 1.764], [-0.823, 4.038, 0.932], [-2.220, 4.020, 0.773], [-2.638, 2.816, 0.171], [-2.201, 1.596, 0.984], [1.305, 0.271, 0.956], [1.829, -1.013, 0.974], [0.992, -2.113, 1.221], [1.490, -3.427, 1.238], [1.906, -4.497, 1.242], [3.274, -1.223, 0.651], [3.719, -0.195, -0.402], [5.227, -0.286, -0.630], [2.974, -0.410, -1.724], [3.497, 1.106, 0.125], [2.196, 1.422, 0.566], [-0.665, -0.845, -1.294], [-0.494, -1.373, -2.968], [-0.585, 0.351, -2.591], [-2.931, 0.091, -1.831], [-2.767, -0.494, -3.489], [-2.601, -2.840, -2.645], [-4.131, -2.037, -2.167], [-3.810, -3.024, 1.974], [-3.025, -1.467, 2.334], [0.729, 2.891, 1.901], [-0.825, 2.893, 2.753], [-0.582, 4.976, 1.434], [-0.330, 4.014, -0.053], [-3.726, 2.861, 0.113], [-2.220, 2.743, -0.845], [-2.513, 0.684, 0.482], [-2.671, 1.628, 1.975], [3.442, -2.241, 0.299], [3.872, -1.072, 1.555], [5.532, 0.450, -1.368], [5.754, -0.079, 0.297], [5.495, -1.279, -0.980], [3.237, -1.379, -2.142], [3.255, 0.366, -2.431], [1.897, -0.377, -1.581], [2.376, 2.078, 1.427], [1.676, 2.011, -0.209]]}


two:
{"formula": "C20H27N3O4S", "method": "wB97M-V/def2-TZVPD", "lumo_ev": -0.37, "charge": 0, "elements": ["C", "C", "C", "N", "C", "C", "C", "C", "O", "C", "C", "C", "C", "C", "C", "C", "C", "C", "N", "S", "N", "C", "H", "H", "H", "H", "H", "H", "H", "H", "H", "H", "H", "H", "H", "H", "H", "C", "O", "H", "H", "H", "H", "C", "O", "H", "H", "H", "H", "C", "O", "H", "H", "H", "H"], "coordinates": [[-0.244, 2.175, 2.515], [0.873, 2.585, 1.601], [2.076, 3.261, 2.194], [0.807, 2.437, 0.333], [0.672, 1.252, -0.333], [-0.059, 1.161, -1.498], [-0.730, 2.420, -1.987], [-1.831, 2.980, -1.092], [-1.831, 4.171, -0.849], [-2.949, 2.141, -0.529], [-4.082, 2.833, -0.094], [-5.148, 2.147, 0.453], [-5.130, 0.766, 0.580], [-4.009, 0.072, 0.153], [-2.939, 0.753, -0.409], [-0.161, -0.054, -2.236], [0.445, -1.207, -1.834], [1.197, -1.148, -0.638], [1.871, -2.176, -0.082], [2.570, -1.592, 1.235], [2.093, -0.067, 1.200], [1.317, 0.059, 0.111], [-0.582, 1.154, 2.342], [0.051, 2.296, 3.555], [-1.074, 2.866, 2.351], [2.056, 3.243, 3.279], [2.977, 2.813, 1.788], [2.057, 4.304, 1.864], [-1.078, 2.289, -3.012], [0.034, 3.200, -1.999], [-4.096, 3.909, -0.178], [-6.009, 2.705, 0.797], [-5.959, 0.220, 1.008], [-3.944, -1.005, 0.236], [-2.092, 0.171, -0.733], [-0.751, -0.024, -3.142], [0.368, -2.129, -2.386], [2.811, -5.393, 3.393], [3.010, -4.695, 2.168], [3.788, -5.548, 3.843], [2.192, -4.812, 4.082], [2.342, -6.365, 3.221], [2.147, -4.557, 1.766], [-1.451, -5.119, -1.835], [-1.417, -3.736, -1.499], [-1.905, -5.205, -2.819], [-0.443, -5.539, -1.871], [-2.051, -5.685, -1.118], [-1.014, -3.653, -0.630], [4.417, 1.848, -2.260], [3.515, 0.813, -2.631], [4.622, 2.439, -3.149], [3.978, 2.497, -1.497], [5.358, 1.436, -1.884], [3.333, 0.295, -1.842]]}


Q: Which of them is the least stable? A: two.